(1)
64
Properties=species:S:1:pos:R:3 method="wB97M-V/def2-TZVPD" lumo_energy_ha=0.0555 spin_multiplicity=1 energy_ha=-1775.79503 e_homo_ev=-3.43 total_charge=-1 mol_weight_g_mol=488.47
O 8.349 9.362 -16.571
O 6.331 12.008 -16.244
O 6.773 14.883 -21.997
O 4.888 10.009 -19.166
O 7.435 11.991 -13.854
O 8.490 16.512 -17.008
O 11.214 13.518 -11.533
O 10.903 15.945 -12.714
O 3.521 11.212 -17.788
O 7.270 14.254 -15.136
O 4.272 11.449 -14.861
O 2.810 10.523 -19.791
N 5.369 9.032 -16.028
C 9.714 9.636 -16.392
C 3.807 10.136 -14.632
C 3.343 12.397 -14.558
C 9.061 15.215 -13.925
C 8.417 16.799 -19.330
C 7.987 16.142 -18.187
C 8.267 12.891 -13.476
C 7.949 16.422 -20.588
C 6.432 8.038 -16.269
C 2.083 11.269 -17.716
C 7.139 15.049 -18.314
C 10.143 15.042 -12.992
C 3.852 10.477 -18.913
C 7.151 15.294 -20.710
C 10.259 13.713 -12.252
C 1.590 10.916 -19.145
C 6.772 14.602 -19.575
C 4.943 9.162 -14.680
C 7.803 8.385 -15.757
C 9.286 12.698 -12.559
C 8.174 14.228 -14.227
H 6.110 14.189 -21.952
H 8.457 7.514 -15.635
H 8.410 16.898 -21.444
H 2.940 9.766 -15.208
H 3.408 10.089 -13.597
H 8.176 15.890 -16.315
H 9.890 10.703 -16.382
H 9.416 11.746 -12.055
H 1.765 10.461 -17.036
H 0.869 10.103 -19.160
H 6.902 14.454 -17.436
H 10.295 9.103 -17.155
H 9.132 17.609 -19.232
H 6.076 7.095 -15.812
H 8.914 16.164 -14.427
H 4.619 8.173 -14.310
H 2.480 12.358 -15.225
H 7.705 8.774 -14.725
H 5.682 9.550 -13.977
H 1.616 12.172 -17.334
H 4.626 8.889 -16.689
H 5.601 11.400 -15.887
H 7.047 11.425 -16.671
H 6.476 7.825 -17.341
H 6.153 13.711 -19.665
H 3.784 13.391 -14.636
H 6.746 12.577 -15.473
H 10.071 9.192 -15.452
H 1.186 11.785 -19.667
H 3.081 12.299 -13.497

(2)
20
Properties=species:S:1:pos:R:3 method="wB97M-V/def2-TZVPD" lumo_energy_ha="-0.0405 / -0.0407" spin_multiplicity=2 energy_ha=-624.08715 e_homo_ev="-6.95 / -6.97" total_charge=0 mol_weight_g_mol=173.00 s_squared=0.7594
O -2.021 -0.713 0.236
O 1.538 0.260 -1.194
O -2.908 0.486 1.857
O 3.240 0.165 0.113
O -0.747 0.033 1.950
C 2.955 0.386 -1.075
C -0.519 -0.010 -2.391
C -1.880 -0.064 1.413
C -0.872 -1.726 -1.578
C -1.077 -1.625 -0.178
C 0.969 0.183 -2.488
Li 1.384 -0.127 0.713
Li -1.735 1.077 3.330
H -1.001 -0.041 -3.374
H -0.978 0.703 -1.693
H 1.432 -0.654 -3.036
H -0.424 -2.029 0.596
H -0.064 -2.415 -1.848
H -1.779 -1.973 -2.147
H 1.211 1.119 -3.019

(3)
51
Properties=species:S:1:pos:R:3 method="wB97M-V/def2-TZVPD" lumo_energy_ha=0.0537 spin_multiplicity=1 energy_ha=-2320.66640 e_homo_ev=-5.03 total_charge=-1 mol_weight_g_mol=568.13
Sr -0.476 0.373 -0.683
S 2.525 0.336 -0.660
S 1.017 -0.653 -3.130
O -1.550 2.359 0.406
O -5.808 6.833 -3.004
O -5.460 4.873 -3.814
O -0.538 -1.884 0.092
O -2.370 1.771 -1.572
O -1.323 -3.047 1.853
N -5.310 5.722 -2.960
N 3.895 -1.843 -5.157
N 2.590 -3.249 0.925
N -0.071 -0.123 2.365
N 0.949 -4.602 -0.027
N 2.195 -3.146 -1.330
N 5.925 -0.598 -1.543
C -0.579 -2.227 1.311
C 0.998 -2.183 3.391
C 2.485 -0.338 -2.260
C -3.382 6.103 0.199
C 0.494 -1.459 2.142
C 2.596 -3.893 2.236
C -3.794 4.182 -1.782
C 3.775 -1.337 -4.127
C -4.223 6.391 -0.863
C 3.698 -0.736 -2.838
C -2.756 4.867 0.276
C -2.246 2.576 -0.617
C 4.931 -0.658 -2.128
C -4.411 5.417 -1.830
C -2.957 3.909 -0.709
C 1.416 -3.637 3.166
C 1.885 -3.639 -0.134
H 0.611 0.480 2.810
H 0.400 -4.737 -0.861
H 2.687 -4.970 2.061
H 0.373 -4.604 0.811
H -4.725 7.342 -0.954
H 3.115 -2.394 0.795
H -0.894 -0.164 2.957
H 3.526 -3.570 2.707
H 1.846 -1.609 3.785
H 1.476 -2.948 -2.024
H 0.228 -2.176 4.167
H -3.215 6.847 0.967
H -2.096 4.619 1.096
H 0.539 -4.195 2.835
H 1.326 -1.280 1.461
H 1.685 -4.077 4.131
H 2.939 -2.465 -1.384
H -3.942 3.439 -2.552

(4)
9
Properties=species:S:1:pos:R:3 method="wB97M-V/def2-TZVPD" lumo_energy_ha="-0.0493 / -0.0504" spin_multiplicity=1 energy_ha=-1923.51398 e_homo_ev="-8.57 / -8.56" total_charge=0 mol_weight_g_mol=190.08
Cl -2.050 -0.321 0.909
Cl -1.274 1.644 -1.186
S -0.558 -1.274 -1.418
S -0.933 -2.953 -0.539
O 2.282 1.395 -0.642
N 1.136 0.256 1.044
C -1.179 0.046 -0.526
C 1.692 0.917 0.253
H 0.884 0.289 2.106

(5)
80
Properties=species:S:1:pos:R:3 method="wB97M-V/def2-TZVPD" lumo_energy_ha=-0.2168 spin_multiplicity=1 energy_ha=-2118.96830 e_homo_ev=-12.74 total_charge=+3 mol_weight_g_mol=509.65
S -10.291 -14.066 0.259
F -12.510 -14.921 -1.187
F -12.891 -13.378 0.305
F -11.840 -12.979 -1.579
O -9.892 -12.756 0.827
O -9.822 -21.121 -2.141
O -5.084 -15.754 -6.049
O -10.711 -5.995 -1.457
O -9.023 -14.210 9.946
O -9.395 -14.504 -0.852
O -10.438 -15.108 1.250
N -9.773 -21.001 0.772
N -8.701 -12.782 7.346
N -3.798 -14.740 -3.587
N -8.159 -6.821 -0.641
C -9.204 -6.287 0.331
C -9.462 -15.560 10.097
C -10.151 -5.254 -0.401
C -8.493 -21.289 0.044
C -3.777 -15.214 -6.113
C -8.088 -14.161 7.731
C -10.001 -20.472 -3.402
C -8.616 -20.733 -1.427
C -3.258 -14.355 -4.954
C -7.810 -14.165 9.238
C -1.739 -14.210 -4.774
C -6.830 -14.507 6.972
C -6.136 -14.785 -6.321
C -11.162 -5.075 -2.410
C -8.332 -22.810 0.189
C -8.492 -5.896 1.624
C -12.004 -13.826 -0.619
H -7.268 -13.254 9.490
H -6.913 -14.682 5.899
H -7.757 -20.754 0.644
H -7.103 -14.935 9.545
H -7.651 -6.059 -1.065
H -10.957 -20.726 -3.860
H -9.557 -4.386 -0.688
H -9.581 -16.168 9.200
H -10.514 -21.454 0.257
H -11.877 -4.406 -1.931
H -10.865 -4.744 0.245
H -1.222 -15.159 -4.633
H -8.491 -19.660 -1.569
H -1.340 -13.640 -3.934
H -9.801 -21.217 1.758
H -6.383 -15.432 7.336
H -9.624 -12.720 7.751
H -10.446 -4.474 -2.970
H -5.996 -14.263 -7.268
H -7.745 -21.174 -1.911
H -6.034 -13.762 6.990
H -1.185 -13.828 -5.631
H -9.995 -19.383 -3.432
H -3.474 -15.627 -3.229
H -6.326 -14.035 -5.554
H -3.769 -14.604 -7.016
H -4.804 -14.785 -3.661
H -8.414 -23.063 1.246
H -10.424 -15.651 10.602
H -9.127 -23.335 -0.341
H -9.708 -7.240 0.494
H -3.776 -13.412 -5.124
H -7.438 -7.413 -0.255
H -7.383 -23.017 -0.306
H -7.106 -15.199 -6.596
H -3.068 -16.014 -6.328
H -11.729 -5.718 -3.083
H -8.596 -7.293 -1.419
H -8.276 -11.981 7.790
H -8.819 -12.686 6.347
H -8.822 -16.104 10.791
H -9.226 -20.877 -4.053
H -3.716 -14.012 -2.892
H -8.755 -14.995 7.512
H -8.022 -4.916 1.545
H -9.896 -20.007 0.639
H -7.727 -6.555 2.036
H -9.310 -5.804 2.339

(6)
68
Properties=species:S:1:pos:R:3 method="wB97M-V/def2-TZVPD" lumo_energy_ha=0.0755 spin_multiplicity=1 energy_ha=-6927.46247 e_homo_ev=-4.73 total_charge=-1 mol_weight_g_mol=609.68
Br 0.536 4.393 -0.535
Br 1.548 5.065 2.912
P -1.970 -2.160 -2.139
O -1.642 -3.665 -2.680
O -0.931 -4.024 0.595
O 0.550 -2.460 -1.138
O -0.410 1.203 -3.365
O -3.011 -2.271 -1.074
O -2.374 1.417 -4.424
O -0.196 -0.259 -0.834
O -2.619 -1.437 -3.456
O 3.438 -0.538 0.025
N -1.419 -2.108 2.093
C 0.094 0.087 -4.133
C -2.759 -1.684 1.686
C 0.647 -2.122 0.260
C -1.504 -2.969 3.263
C 0.788 -0.580 0.172
C -1.737 1.455 -3.408
C 1.093 -0.264 2.754
C 2.408 0.358 3.252
C 1.714 6.198 1.342
C 2.191 1.355 -1.138
C 1.864 -2.908 0.815
C 0.523 6.075 0.425
C 0.580 -1.052 -3.244
C -0.869 0.897 1.580
C 0.555 0.341 1.434
C -2.281 1.798 -2.054
B -0.649 -2.742 0.987
B 2.197 0.002 -0.335
B -0.156 -1.347 -1.807
H 1.556 -3.792 1.378
H 0.549 6.863 -0.325
H -2.292 0.889 -1.448
H 0.500 -1.954 -3.869
H 0.911 0.484 -4.742
H -2.718 -1.039 0.811
H 2.454 -3.247 -0.038
H -1.406 0.844 0.635
H 1.807 7.216 1.715
H -0.693 -0.229 -4.817
H 2.633 5.900 0.846
H -3.568 -1.620 -3.484
H -3.420 -2.525 1.420
H -1.630 2.513 -1.551
H -0.827 1.947 1.884
H 1.652 -0.939 -3.040
H -3.218 -1.129 2.513
H -1.858 -4.258 0.732
H 2.438 0.401 4.344
H -3.287 2.198 -2.157
H 3.276 -0.228 2.942
H 3.015 2.010 -0.840
H -1.954 -3.957 3.067
H -1.421 0.352 2.345
H 2.505 -2.309 1.458
H 1.230 1.859 -1.052
H -0.413 6.125 0.974
H -0.694 -3.764 -2.833
H -2.118 -2.483 4.027
H 1.235 -1.337 2.651
H 1.175 1.231 1.252
H 2.545 1.373 2.872
H 0.323 -0.152 3.520
H 2.310 1.122 -2.201
H 3.712 -1.292 -0.506
H -0.508 -3.128 3.688

(7)
14
Properties=species:S:1:pos:R:3 method="wB97M-V/def2-TZVPD" lumo_energy_ha=0.1298 spin_multiplicity=1 energy_ha=-1045.98636 e_homo_ev=-4.45 total_charge=-1 mol_weight_g_mol=149.13
S -1.238 -0.226 -2.775
P -0.862 0.593 2.259
O -1.385 0.265 0.116
O -1.750 1.544 2.878
C -0.519 0.019 -0.792
C 0.810 1.486 1.737
C 2.028 1.588 1.615
C 0.253 -1.294 -0.738
H 0.088 0.796 -1.159
H 3.037 1.532 1.381
H 0.969 -0.991 0.069
H -0.292 -2.253 -0.400
H 0.824 -1.569 -1.562
H -1.965 -1.491 -2.630

(8)
6
Properties=species:S:1:pos:R:3 method="wB97M-V/def2-TZVPD" lumo_energy_ha="-0.0502 / -0.0956" spin_multiplicity=1 energy_ha=-5361.72669 e_homo_ev="-8.89 / -8.17" total_charge=0 mol_weight_g_mol=207.82
Br 0.679 -2.292 -1.492
Br 0.452 1.629 -1.310
F -1.534 0.199 -0.204
O 0.522 0.253 1.121
C -0.262 0.438 0.023
H 0.144 -0.228 1.862

(9)
125
Properties=species:S:1:pos:R:3 method="wB97M-V/def2-TZVPD" lumo_energy_ha=0.0217 spin_multiplicity=1 energy_ha=-2175.74730 smiles=COC[C@H](C)N.COC[C@H](C)N.COC[C@H](C)N.COC[C@H](C)N.COC[C@H](C)N.COC[C@H](C)N.COC[C@H](C)N.O.O e_homo_ev=-8.86 total_charge=0 mol_weight_g_mol=660.00
O 9.427 -17.761 -18.896
O 11.955 -15.327 -21.403
O 10.113 -11.021 -21.407
O 14.766 -14.089 -24.650
O 10.445 -15.709 -24.350
O 12.636 -21.709 -23.939
O 7.950 -14.531 -23.270
O 13.107 -15.838 -29.517
O 6.660 -19.204 -24.328
N 9.413 -17.621 -26.206
N 9.747 -12.145 -24.966
N 11.637 -19.406 -25.187
N 10.645 -18.207 -22.362
N 8.109 -14.467 -26.107
N 9.544 -16.650 -28.990
N 16.619 -11.401 -23.002
C 8.061 -18.145 -25.922
C 13.324 -20.495 -23.753
C 10.498 -11.851 -23.718
C 7.895 -15.042 -21.956
C 12.673 -22.546 -22.837
C 9.911 -18.443 -21.119
C 11.634 -10.883 -24.031
C 5.597 -14.393 -26.202
C 7.781 -19.338 -26.865
C 10.318 -17.559 -19.960
C 12.013 -16.571 -29.049
C 6.198 -19.189 -22.999
C 16.465 -12.662 -23.780
C 9.538 -11.365 -22.632
C 17.256 -13.758 -23.090
C 13.422 -14.326 -24.956
C 10.090 -19.955 -20.771
C 9.796 -17.048 -17.747
C 7.925 -18.601 -24.472
C 13.057 -19.550 -24.948
C 13.653 -18.176 -24.682
C 10.714 -15.785 -29.201
C 6.858 -14.130 -25.401
C 10.811 -12.028 -20.724
C 6.797 -14.786 -24.030
C 14.314 -16.143 -28.862
C 14.990 -12.963 -23.826
C 10.610 -14.645 -28.188
H 12.079 -16.849 -27.988
H 13.670 -22.905 -22.542
H 17.140 -14.685 -23.659
H 9.536 -20.612 -21.433
H 9.695 -15.091 -24.357
H 18.339 -13.611 -23.048
H 7.999 -19.044 -27.891
H 7.547 -16.085 -21.985
H 13.565 -20.086 -25.756
H 9.730 -15.961 -17.896
H 4.684 -13.874 -25.912
H 5.761 -14.040 -27.228
H 11.191 -19.057 -24.332
H 12.229 -10.798 -23.114
H 16.818 -12.532 -24.807
H 11.904 -17.509 -29.613
H 11.204 -20.312 -25.354
H 12.865 -14.784 -24.138
H 11.765 -12.269 -21.196
H 10.235 -16.511 -20.286
H 15.006 -15.368 -29.192
H 14.739 -18.201 -24.575
H 8.776 -12.130 -22.422
H 7.310 -17.371 -26.094
H 10.213 -12.947 -20.646
H 11.220 -9.893 -24.228
H 8.311 -15.462 -26.040
H 11.372 -17.724 -19.686
H 9.741 -20.132 -19.752
H 12.324 -16.200 -21.235
H 8.366 -20.208 -26.565
H 13.443 -17.536 -25.540
H 10.618 -14.974 -27.147
H 10.835 -17.282 -17.485
H 14.579 -13.130 -22.818
H 6.930 -13.042 -25.278
H 12.913 -19.977 -22.872
H 9.564 -17.419 -29.661
H 9.789 -13.933 -28.296
H 14.392 -20.684 -23.600
H 14.233 -16.111 -27.767
H 14.352 -12.137 -24.172
H 10.908 -12.822 -23.398
H 8.977 -10.528 -23.056
H 12.885 -13.425 -25.276
H 17.584 -11.307 -22.710
H 11.571 -15.393 -22.293
H 10.709 -15.328 -30.199
H 5.214 -19.660 -23.009
H 9.423 -17.238 -27.163
H 8.005 -17.697 -23.854
H 13.216 -17.690 -23.808
H 10.296 -17.419 -22.909
H 12.161 -23.493 -23.041
H 5.416 -15.466 -26.324
H 6.725 -19.616 -26.824
H 7.962 -14.242 -27.084
H 10.315 -12.788 -25.512
H 5.937 -14.370 -23.486
H 11.467 -13.975 -28.339
H 10.134 -16.483 -24.883
H 8.907 -15.041 -21.561
H 8.837 -18.296 -21.262
H 6.578 -15.858 -24.156
H 13.357 -14.976 -25.829
H 8.984 -12.760 -24.689
H 10.978 -11.715 -19.695
H 6.817 -19.798 -22.330
H 12.168 -22.142 -21.951
H 8.755 -19.256 -24.196
H 14.726 -17.141 -29.060
H 16.425 -10.646 -23.653
H 10.086 -18.387 -26.100
H 11.176 -20.056 -20.779
H 16.968 -13.968 -22.059
H 8.668 -16.178 -29.186
H 11.573 -17.892 -22.075
H 9.178 -17.251 -16.875
H 7.155 -14.541 -21.325
H 12.281 -11.204 -24.843
H 6.110 -18.167 -22.614